(1)
Density functional theory data (ωB97M-V/def2-TZVPD) for C19H60O18 as an isolated structure.

Cartesian coordinates (Å):
C  3.8702  1.3626  -0.4632
O  3.0784  2.4383  0.1635
H  4.7502  1.9032  -0.8117
H  4.1296  0.6822  0.3478
H  3.3656  1.0119  -1.3635
H  2.1935  2.0730  0.2352
C  1.0838  1.0424  -2.8978
O  2.1852  0.2289  -2.9623
H  0.5159  1.1715  -3.8191
H  0.4559  0.8330  -2.0317
H  1.4041  2.0748  -2.7576
H  2.7551  0.5715  -3.6547
C  -2.1523  -1.7714  -0.4628
O  -0.9724  -2.5091  -0.6442
H  -2.8607  -2.3444  0.1354
H  -2.0927  -0.7413  -0.1113
H  -2.5955  -1.7753  -1.4587
H  -1.0922  -3.4612  -0.6733
C  -1.3333  0.9915  -3.4685
C  -2.7324  1.7402  -3.4354
O  -3.8547  0.9217  -3.5538
O  -1.2264  0.1516  -2.2647
H  -0.5046  1.6907  -3.5806
H  -1.3105  0.4062  -4.3877
H  -2.6832  2.4991  -4.2162
H  -2.7718  2.3298  -2.5195
H  -3.6275  0.0889  -3.1339
H  -1.4751  0.7234  -1.5347
C  0.0441  -0.3105  -0.0447
C  0.3719  0.8698  0.8465
O  1.3710  1.7279  0.3573
O  0.0024  -1.5649  0.6575
H  0.7731  -0.3028  -0.8550
H  -0.8376  0.0209  -0.5933
H  0.9511  0.4753  1.6814
H  -0.4942  1.5028  1.0394
H  1.0745  2.1837  -0.4339
H  -0.5033  -2.1749  0.1155
C  2.5956  0.2768  4.5113
C  1.6749  -0.2953  3.3833
O  1.0359  -1.5036  3.9051
O  1.8831  1.1326  5.4196
H  3.3933  0.9297  4.1569
H  2.9730  -0.5634  5.0941
H  2.2566  -0.7208  2.5656
H  0.9146  0.3769  2.9856
H  0.4403  -1.7992  3.2127
H  1.0982  0.6601  5.7065
C  -3.1573  0.9698  -0.3991
C  -2.2489  2.2064  -0.6871
O  -1.0095  1.8351  -1.1660
O  -4.4487  1.4021  -0.1219
H  -2.8116  0.4193  0.4759
H  -3.1727  0.2577  -1.2242
H  -2.3078  2.8054  0.2216
H  -2.8136  2.9063  -1.3031
H  -0.6024  2.6971  -1.2793
H  -5.1894  0.8222  -0.3133
C  0.7585  -1.6318  -2.7722
C  -0.6620  -2.0509  -3.0384
O  -0.9103  -1.9420  -4.4049
O  1.7910  -2.3998  -3.4141
H  1.0402  -1.6959  -1.7212
H  0.9330  -0.5858  -3.0241
H  -1.3683  -1.3967  -2.5273
H  -0.6752  -3.0954  -2.7269
H  -1.8440  -2.0338  -4.6086
H  1.3941  -2.6262  -4.2584
C  2.2038  -4.3089  1.2235
C  1.7373  -2.8199  0.8719
O  1.2906  -2.6086  -0.4459
O  3.4589  -4.7390  0.5104
H  1.3680  -4.9979  1.1015
H  2.4208  -4.3431  2.2911
H  2.5854  -2.1371  0.9246
H  0.9624  -2.5046  1.5706
H  1.0898  -1.7041  -0.6972
H  3.2430  -4.9309  -0.4051
C  -1.1720  -0.3165  2.8053
C  -2.6844  -0.5998  2.9098
O  -3.1216  -1.4176  4.0177
O  -0.4111  -1.5160  2.4489
H  -0.8822  0.1578  3.7429
H  -1.0659  0.4550  2.0426
H  -3.0265  -0.9401  1.9325
H  -3.0420  0.4245  3.0153
H  -2.7502  -2.2956  3.9048
H  -0.9652  -2.1091  1.9363
C  0.1388  3.1624  1.3705
C  1.3768  3.4725  1.9869
O  1.8402  4.6399  1.4004
H  -0.2113  2.2645  1.8798
H  0.2263  2.9349  0.3081
H  -0.5537  3.9794  1.5729
H  2.0132  2.5942  1.8794
H  1.1726  3.5193  3.0566
H  2.5425  4.5661  0.7501

As for the net charge: 0. The energy relative to the best compared isomer or geometry (same formula, charge and spin) comes out at 34.508 eV. The value obtained for the molecular weight is 576.67 g mol⁻¹. For the orbital gap, the calculation gives 7.295 eV.

(2)
Density functional theory data (ωB97M-V/def2-TZVPD) for a 11-piece molecular cluster, C19H60O19 overall.

Cartesian coordinates (Å):
O  -4.8472  0.7768  -2.1793
C  -3.3912  0.4243  -2.1566
C  -3.1601  -1.0530  -2.6453
O  -3.3767  -2.0479  -1.6279
H  -5.3390  0.1397  -1.6560
H  -2.9489  1.2973  -2.6365
H  -3.2720  0.4224  -1.0732
H  -2.1752  -1.0334  -3.1119
H  -3.9412  -1.1254  -3.4020
H  -4.1939  -1.9587  -1.1321
O  -1.1387  3.5844  2.6887
C  -1.3712  4.8992  3.0958
C  -2.6685  5.1759  3.6317
O  -2.7232  6.5434  4.2022
H  -0.1997  3.4509  2.5400
H  -0.7423  5.2418  3.9174
H  -1.0710  5.6338  2.3486
H  -2.9148  4.4662  4.4214
H  -3.5058  5.2136  2.9348
H  -1.8538  6.9463  4.1441
O  2.2421  -3.0516  -4.8339
C  2.0917  -1.6942  -5.2049
C  0.9401  -1.0745  -4.3951
O  0.7923  0.3686  -4.7021
H  3.1052  -3.3371  -5.1424
H  3.0376  -1.2271  -4.9308
H  1.8886  -1.5121  -6.2602
H  1.0972  -1.1498  -3.3191
H  0.0690  -1.5991  -4.7877
H  0.6320  0.5725  -5.6264
O  -3.9151  -4.5001  1.6528
C  -2.6364  -4.7904  2.2954
C  -1.4849  -4.4739  1.3242
O  -1.4860  -3.1171  0.8869
H  -4.6268  -4.6515  2.2791
H  -2.4081  -4.1322  3.1337
H  -2.6197  -5.8470  2.5627
H  -1.7841  -5.0856  0.4731
H  -0.4801  -4.7245  1.6647
H  -2.2909  -3.0541  0.3675
O  4.9062  -1.9787  0.1303
C  4.3402  -1.0643  -0.7587
C  3.7897  -1.6621  -2.0456
O  3.1062  -2.8581  -1.8346
H  5.7462  -2.2906  -0.2143
H  3.4420  -0.8502  -0.1794
H  4.9311  -0.1486  -0.7781
H  4.7527  -1.9843  -2.4418
H  3.2538  -0.8257  -2.4943
H  3.6793  -3.2876  -1.1954
O  3.1899  -4.8343  2.5990
C  2.0535  -4.0302  2.3825
C  1.8426  -3.7348  0.8229
O  1.6639  -4.9365  0.0618
H  3.1565  -5.5271  1.9354
H  1.2150  -4.4731  2.9200
H  2.0684  -3.0584  2.8760
H  2.7147  -3.1291  0.5770
H  1.0145  -3.0624  0.5990
H  1.4181  -4.7720  -0.8515
O  2.4930  1.5767  -1.4196
C  2.3277  1.8625  -2.7395
C  2.8573  3.3486  -3.1289
O  4.2650  3.5757  -3.4916
H  1.7134  1.1610  -1.0440
H  2.8848  1.2735  -3.4681
H  1.2709  1.8800  -3.0062
H  2.5493  4.0073  -2.3169
H  2.1877  3.6923  -3.9174
H  4.4369  4.5172  -3.4167
O  -2.0556  -0.5228  2.4719
C  -2.3911  -0.5457  3.8208
C  -2.3532  0.8280  4.6193
O  -3.5797  1.4908  4.5922
H  -1.9121  -1.3919  2.0902
H  -3.3161  -1.1012  3.9753
H  -1.6071  -1.1010  4.3357
H  -1.6520  1.5565  4.2122
H  -2.2527  0.5539  5.6695
H  -3.7151  1.9759  3.7750
C  0.1391  -0.4236  0.2320
O  0.4467  0.9418  0.4579
H  0.3136  -1.0234  1.1253
H  -0.8754  -0.4478  -0.1658
H  0.7786  -0.7955  -0.5685
H  -0.3579  1.3851  0.7366
C  2.1113  3.6579  1.5466
O  0.9598  4.0136  0.6949
H  2.9557  3.8232  0.8774
H  2.3859  4.3763  2.3190
H  2.0876  2.7156  2.0941
H  0.8826  3.1903  0.2073
C  -2.2789  3.3297  -0.8329
O  -2.0490  2.4942  0.2715
H  -1.6916  3.0802  -1.7166
H  -3.2865  3.1166  -1.1900
H  -2.2820  4.3769  -0.5305
H  -2.0050  3.1435  0.9772

As for the net charge: 0. The energy relative to the best compared isomer or geometry (same formula, charge and spin) comes out at 5.368 eV. As for the SMILES: OCCO.OCCO.OCCO.OCCO.OCCO.OCCO.OCCO.OCCO.CO.CO.CO. The value obtained for the molecular weight is 592.67 g mol⁻¹. For the orbital gap, the calculation gives 10.101 eV.

(3)
Density functional theory data (ωB97M-V/def2-TZVPD) for C19H62N4O12 as an isolated structure.

Cartesian coordinates (Å):
N  3.1764  -1.9945  -2.3809
H  3.3985  -1.1496  -2.5321
H  3.9170  -2.5481  -2.0519
H  2.7662  -2.5770  -3.0992
H  2.4180  -2.0328  -1.6364
C  1.3339  0.8936  -0.1441
O  1.6429  2.0995  -0.0431
O  0.1191  0.5094  0.4432
O  1.8406  0.1102  -0.9248
H  -0.0084  1.2015  1.0635
C  2.2033  -1.2480  0.8153
C  2.8094  -2.6110  0.4572
C  1.8145  -3.5668  -0.1673
O  0.7230  -3.7866  0.7864
C  -0.4224  -4.4396  0.2788
N  3.8489  -2.4302  -0.6757
H  2.0515  -0.8075  -0.0538
H  3.2043  -0.7776  0.9740
H  1.4927  -1.3138  1.6333
H  3.2853  -3.1098  1.4296
H  2.3103  -4.5582  -0.4045
H  1.4014  -3.2439  -1.1397
H  -1.1475  -4.3900  0.9861
H  -0.2349  -5.4290  0.0712
H  -0.8215  -3.9351  -0.5893
H  4.2840  -3.2793  -0.8759
H  4.6087  -2.0588  -0.1650
C  -0.3940  0.0930  -4.0295
C  -1.0334  -0.4841  -2.7299
C  -2.3439  -1.2163  -3.1022
O  -3.2977  -0.4102  -3.6776
C  -4.5512  -1.0329  -3.8840
N  -0.1176  -1.3829  -2.2108
H  -0.2876  -0.6613  -4.8190
H  0.5300  0.3461  -3.8176
H  -0.9650  0.8903  -4.5055
H  -1.0608  0.2080  -1.9146
H  -2.7602  -1.7329  -2.1305
H  -2.1848  -1.9426  -3.8321
H  -4.5889  -1.9707  -3.4553
H  -4.4675  -0.9553  -4.9775
H  -5.3842  -0.2984  -3.4730
H  -0.5943  -1.7689  -1.2721
H  0.5497  -0.8611  -1.8654
C  -3.3314  -2.8936  1.8691
C  -2.7313  -1.4779  1.4930
C  -2.1743  -0.8269  2.7707
O  -3.1652  -0.2420  3.4610
C  -2.7879  0.4034  4.6519
N  -1.5717  -1.8574  0.6803
H  -2.6358  -3.3862  2.5683
H  -3.4980  -3.3808  0.9887
H  -4.1999  -2.7302  2.3459
H  -3.5988  -0.7681  1.0511
H  -1.6730  0.0823  2.5000
H  -1.5228  -1.4517  3.5083
H  -2.2602  1.4331  4.6477
H  -2.2241  -0.1360  5.3801
H  -3.6781  0.6495  5.1231
H  -0.8904  -2.3287  1.3004
H  -0.9041  -1.0713  0.3666
C  -0.4700  4.0162  -1.5534
O  -1.5047  4.4285  -2.3772
H  -0.2418  3.0923  -2.1409
H  -0.4237  3.6634  -0.5154
H  0.5873  4.6330  -1.9186
H  -2.1967  4.1912  -1.9482
C  -0.6964  4.0871  2.5804
O  -0.3700  4.1894  4.0045
H  -1.6337  3.5410  2.3983
H  0.0361  3.7585  2.0494
H  -1.1445  5.0344  2.2078
H  -0.9754  4.8013  4.2378
C  -3.2250  2.0118  -0.4558
O  -3.7042  3.2564  -0.8751
H  -2.3083  2.1444  -0.0305
H  -3.4209  1.3185  -1.2794
H  -3.6625  1.5693  0.3670
H  -4.6601  3.3155  -0.7246
C  2.9607  2.5534  -3.2732
O  3.4310  1.3876  -2.6139
H  3.7318  3.3854  -3.1265
H  1.8871  2.9527  -2.7664
H  2.7509  2.6968  -4.2546
H  3.0612  1.3164  -1.7403
C  5.1736  1.1030  1.6103
O  4.1664  0.4282  0.9790
H  5.8531  0.3004  1.7306
H  4.9859  1.4576  2.7381
H  5.6383  2.0140  1.1212
H  3.5684  1.0839  1.0157
C  1.2703  0.7021  3.7570
O  0.3702  1.4792  4.5754
H  1.9801  0.2534  4.3852
H  1.9078  1.3794  3.1314
H  0.6841  -0.3100  3.5535
H  0.3769  2.4000  4.0872

As for the net charge: 0. The energy relative to the best compared isomer or geometry (same formula, charge and spin) comes out at 17.025 eV. The value obtained for the molecular weight is 538.72 g mol⁻¹. For the orbital gap, the calculation gives 8.322 eV.

LUMO list, top to bottom, in eV: -0.47; 0.40; -0.02
HOMO energy list, top to bottom, in eV: -7.77; -9.70; -8.34
Max |F| list, top to bottom, in eV/Å: 19.906; 4.001; 12.693